No. 1
ORCA calculation (ωB97M-V/def2-TZVPD) on C35H36F13InNO35 as an isolated structure at a distorted geometry.

XYZ file:
```
121
C35H36F13InNO35, DFT ωB97M-V/def2-TZVPD
O -0.169 -0.514 -2.730
C -1.004 0.254 -1.976
F -1.474 -0.210 -0.618
N -1.456 1.552 -2.609
In -3.437 2.120 -2.043
C -0.532 2.710 -2.304
O -0.367 3.746 -3.172
F 0.231 2.694 -1.019
H -3.305 3.540 -0.941
H -4.256 2.717 -3.567
H -4.409 0.831 -1.260
C 1.822 0.824 1.369
C 1.821 -0.635 1.677
O 1.906 -0.675 3.083
C 1.306 0.473 3.507
O 0.940 0.671 4.654
O 1.158 1.374 2.489
F 2.919 -1.237 1.166
H 2.832 1.242 1.304
H 1.288 1.054 0.443
H 0.919 -1.162 1.347
C 3.348 1.780 6.465
C 3.677 1.677 7.915
O 4.674 2.657 8.098
C 4.407 3.612 7.163
O 4.875 4.738 7.182
O 3.545 3.155 6.203
F 4.211 0.469 8.204
H 4.022 1.191 5.835
H 2.318 1.484 6.250
H 2.833 1.881 8.583
C -1.539 -0.961 -5.699
C -2.979 -0.580 -5.635
O -3.050 0.575 -6.440
C -2.060 0.425 -7.363
O -1.978 1.076 -8.391
O -1.171 -0.549 -7.000
F -3.333 -0.244 -4.374
H -0.927 -0.429 -4.963
H -1.387 -2.036 -5.570
H -3.663 -1.343 -6.024
C -7.645 -2.353 -7.957
C -6.529 -1.592 -7.327
O -5.604 -2.596 -6.973
C -5.794 -3.590 -7.885
O -5.006 -4.500 -8.079
O -6.973 -3.438 -8.563
F -6.942 -0.976 -6.196
H -8.364 -2.735 -7.224
H -8.184 -1.761 -8.701
H -6.048 -0.867 -7.992
C -3.494 -6.185 -10.073
C -3.343 -7.668 -10.097
O -2.252 -7.874 -10.966
C -1.482 -6.757 -10.839
O -0.325 -6.677 -11.217
O -2.162 -5.738 -10.230
F -4.434 -8.255 -10.636
H -4.103 -5.808 -10.902
H -3.920 -5.825 -9.133
H -3.124 -8.112 -9.120
C 2.509 7.813 7.092
C 2.190 6.591 6.300
O 1.519 7.098 5.169
C 2.030 8.347 4.983
O 1.904 8.992 3.955
O 2.709 8.786 6.086
F 1.339 5.787 6.976
H 1.684 8.125 7.740
H 3.408 7.690 7.702
H 3.069 6.020 5.982
C 0.137 -4.452 -0.404
C -0.722 -3.797 -1.431
O -2.026 -3.960 -0.921
C -1.876 -3.996 0.433
O -2.791 -3.852 1.227
O -0.573 -4.206 0.793
F -0.642 -4.448 -2.613
H 0.230 -5.532 -0.555
H 1.139 -4.016 -0.362
H -0.515 -2.732 -1.577
C -1.157 -7.866 -5.320
C -1.787 -6.531 -5.113
O -2.815 -6.497 -6.076
C -3.181 -7.799 -6.249
O -4.215 -8.152 -6.791
O -2.252 -8.660 -5.733
F -0.912 -5.537 -5.389
H -0.397 -7.858 -6.109
H -0.709 -8.261 -4.405
H -2.213 -6.385 -4.114
C 7.473 1.292 8.015
C 7.951 0.093 7.269
O 9.338 0.081 7.518
C 9.483 0.665 8.741
O 10.495 0.593 9.418
O 8.353 1.336 9.120
F 7.758 0.244 5.939
H 7.569 2.217 7.437
H 6.435 1.190 8.344
H 7.508 -0.851 7.605
C -1.152 8.650 -3.398
C -0.545 7.462 -2.732
O -1.663 6.694 -2.347
C -2.627 6.986 -3.265
O -3.636 6.322 -3.432
O -2.321 8.111 -3.981
F 0.126 7.825 -1.616
H -1.430 9.437 -2.689
H -0.496 9.080 -4.160
H 0.105 6.867 -3.382
C 2.209 1.123 13.012
C 1.890 -0.098 12.220
O 1.219 0.408 11.089
C 1.730 1.657 10.903
O 1.604 2.303 9.876
O 2.409 2.097 12.007
F 1.039 -0.902 12.896
H 1.384 1.435 13.661
H 3.108 1.000 13.623
H 2.769 -0.669 11.902
```

- LUMO level (eV) = 1.1438
- HOMO energy (eV) = -5.8
- multiplicity = 1
- DFT total energy (eV) = -150529.9661
- charge = -1

=====

No. 2
ORCA calculation (ωB97M-V/def2-TZVPD) on C35H36N9O4Tl as an isolated structure at a distorted geometry.

XYZ file:
```
85
C35H36N9O4Tl, DFT ωB97M-V/def2-TZVPD
Tl 0.926 -0.917 0.345
C -4.542 2.007 -2.627
C -3.394 1.085 -2.333
C -2.346 0.943 -3.242
C -1.260 0.134 -2.938
C -1.170 -0.581 -1.727
N -0.071 -1.319 -1.443
C 0.304 -2.431 -2.140
C -0.408 -2.972 -3.225
C 0.084 -4.027 -3.992
C 1.321 -4.602 -3.711
C 1.844 -5.743 -4.534
C 2.027 -4.145 -2.600
C 1.527 -3.108 -1.802
N 2.324 -2.734 -0.657
C 3.684 -2.529 -0.674
C 4.092 -2.316 0.626
C 2.934 -2.507 1.383
N 1.886 -2.859 0.640
C -2.218 -0.392 -0.775
C -3.314 0.424 -1.107
N -2.194 -0.999 0.542
C -3.265 -1.113 1.412
C -2.824 -1.755 2.546
C -1.471 -1.979 2.301
N -1.077 -1.497 1.138
H -4.692 2.117 -3.703
H -5.473 1.615 -2.208
H -4.350 2.995 -2.199
H -2.354 1.471 -4.189
H -0.445 0.050 -3.650
H -1.372 -2.552 -3.494
H -0.516 -4.383 -4.823
H 1.478 -5.684 -5.563
H 2.936 -5.722 -4.580
H 1.528 -6.697 -4.104
H 2.959 -4.629 -2.327
H 4.204 -2.480 -1.616
H 5.079 -2.059 0.968
H 2.802 -2.436 2.452
H -4.107 0.603 -0.392
H -4.249 -0.781 1.133
H -3.404 -2.036 3.410
H -0.722 -2.492 2.933
C 4.835 0.636 1.948
C 3.348 0.656 1.717
O 2.801 -0.126 0.924
N 2.680 1.594 2.495
C 1.220 1.623 2.494
C 0.608 0.420 3.179
C 0.017 0.543 4.425
C -0.479 -0.601 5.058
C -0.365 -1.821 4.440
C 0.254 -1.876 3.164
N 0.738 -0.784 2.534
H 5.344 0.509 0.991
H 5.085 -0.195 2.610
H 5.182 1.570 2.396
H 3.156 1.935 3.316
H 0.894 1.652 1.493
H 0.906 2.551 2.977
H -0.055 1.507 4.913
H -0.944 -0.528 6.035
H -0.734 -2.724 4.911
H 0.390 -2.823 2.630
O 2.017 -0.637 -1.150
O -4.018 6.043 -0.776
C -2.942 6.410 0.066
N -1.871 5.488 -0.186
C -1.786 4.301 0.491
O -2.591 3.975 1.352
C -0.686 3.382 0.101
C 0.474 3.798 -0.562
C 1.449 2.863 -0.882
C 1.244 1.536 -0.523
N 0.132 1.108 0.131
C -0.798 2.044 0.432
H -4.291 5.171 -0.454
H -3.256 6.386 1.112
H -2.608 7.414 -0.200
H -1.377 5.609 -1.055
H 0.643 4.840 -0.812
H 2.358 3.157 -1.392
H 1.989 0.757 -0.757
H -1.668 1.668 0.962
```

- LUMO level (eV) = -0.0359
- HOMO energy (eV) = -5.1
- multiplicity = 1
- DFT total energy (eV) = -63157.4503
- charge = 0
- energy relative to the best compared isomer or geometry (same formula, charge and spin) (kcal/mol) = 244.4

=====

No. 3
ORCA calculation (ωB97M-V/def2-TZVPD) on C35H37BFeN11O4S as an isolated structure at a distorted geometry.

XYZ file:
```
90
C35H37BFeN11O4S, DFT ωB97M-V/def2-TZVPD
Fe 0.672 -0.152 -0.615
C 1.328 2.243 -3.369
C 2.450 1.593 -2.632
C 3.814 1.894 -2.770
C 4.473 1.014 -1.937
C 5.938 0.907 -1.667
N 3.543 0.243 -1.347
N 2.303 0.595 -1.759
B 3.780 -1.029 -0.510
N 2.909 -2.160 -1.078
N 1.555 -2.086 -1.087
C 1.104 -3.219 -1.620
C -0.336 -3.533 -1.827
C 2.194 -4.039 -1.958
C 3.319 -3.331 -1.599
C 4.752 -3.730 -1.739
N 3.378 -0.763 0.940
N 2.127 -0.340 1.229
C 2.024 -0.314 2.551
C 0.773 0.091 3.254
C 3.235 -0.733 3.130
C 4.068 -1.015 2.068
C 5.482 -1.497 2.092
H 1.589 2.343 -4.423
H 0.420 1.650 -3.285
H 1.136 3.241 -2.969
H 4.255 2.656 -3.391
H 6.453 1.732 -2.155
H 6.137 0.951 -0.596
H 6.351 -0.032 -2.040
H 4.933 -1.336 -0.569
H -0.954 -3.096 -1.046
H -0.677 -3.126 -2.781
H -0.477 -4.615 -1.849
H 2.152 -5.018 -2.408
H 4.807 -4.701 -2.227
H 5.309 -3.008 -2.338
H 5.243 -3.801 -0.767
H -0.013 0.245 2.522
H 0.460 -0.695 3.943
H 0.925 1.005 3.832
H 3.462 -0.815 4.181
H 5.813 -1.580 3.126
H 5.575 -2.476 1.620
H 6.144 -0.808 1.566
S -1.007 -0.253 -2.415
C -1.969 0.868 -1.441
N -3.249 0.773 -1.239
N -3.828 -0.329 -1.677
C -5.064 -0.720 -1.190
C -5.446 -2.055 -1.341
C -6.655 -2.492 -0.834
C -7.509 -1.607 -0.185
C -7.133 -0.277 -0.047
C -5.921 0.171 -0.543
N -1.388 1.940 -0.830
N -0.169 1.845 -0.573
C 0.465 3.027 -0.175
C -0.042 4.294 -0.486
C 0.667 5.427 -0.135
C 1.884 5.320 0.531
C 2.382 4.063 0.846
C 1.683 2.922 0.497
H -3.201 -1.050 -2.038
H -4.765 -2.747 -1.823
H -6.928 -3.535 -0.928
H -8.450 -1.958 0.219
H -7.794 0.414 0.462
H -5.605 1.198 -0.420
H -0.985 4.360 -1.010
H 0.279 6.404 -0.395
H 2.437 6.211 0.801
H 3.329 3.974 1.364
H 2.055 1.934 0.744
O -2.265 -2.178 0.163
C -1.910 -1.152 0.741
O -0.771 -0.580 0.668
C -2.930 -0.445 1.610
C -2.719 0.847 2.082
C -3.657 1.458 2.891
C -4.816 0.767 3.224
C -5.063 -0.507 2.725
C -4.118 -1.104 1.915
N -5.788 1.391 4.103
O -5.530 2.488 4.569
O -6.822 0.791 4.342
H -1.821 1.373 1.789
H -3.517 2.460 3.270
H -5.990 -0.999 2.979
H -4.284 -2.087 1.497
```

- LUMO level (alpha / beta) (eV) = 1.7531 / 1.7542
- HOMO energy (alpha / beta) (eV) = -4.4 / -4.5
- multiplicity = 1
- DFT total energy (eV) = -107379.2288
- charge = -1
- energy relative to the best compared isomer or geometry (same formula, charge and spin) (kcal/mol) = 10.7

=====

No. 4
ORCA calculation (ωB97M-V/def2-TZVPD) on C35H37ClO4P2Sr as an isolated structure at a distorted geometry.

XYZ file:
```
80
C35H37ClO4P2Sr, DFT ωB97M-V/def2-TZVPD
Sr 1.020 -0.560 0.961
C -2.477 0.075 6.302
C -2.413 0.087 4.963
C -2.767 1.083 3.932
C -1.663 2.079 3.464
C -0.823 2.661 4.548
C -1.175 2.759 5.839
C -2.483 2.548 6.567
C -2.576 1.178 7.269
C 3.166 0.104 2.097
H -2.438 -0.896 6.796
H -2.191 -0.881 4.533
H -3.604 1.713 4.278
H -3.168 0.513 3.076
H -1.060 1.642 2.617
H -2.177 2.950 3.000
H 0.009 3.293 4.174
H -0.441 3.268 6.473
H -3.420 2.700 5.990
H -2.443 3.288 7.382
H -1.726 1.094 7.956
H -3.493 1.111 7.866
H 3.657 -0.762 2.572
H 2.424 0.585 2.778
H 3.929 0.835 1.735
P 0.193 -2.232 -2.194
P 2.092 0.352 -2.741
C -0.413 -0.676 -2.863
C 0.363 0.362 -3.246
C -0.478 -3.354 -3.541
C -1.602 -3.027 -4.318
C -2.029 -3.902 -5.318
C -1.341 -5.093 -5.588
C -0.238 -5.420 -4.785
C 0.196 -4.570 -3.767
C -1.170 -2.349 -0.941
C -1.413 -1.149 -0.201
C -2.056 -1.301 1.028
C -2.641 -2.527 1.393
C -2.697 -3.556 0.460
C -1.938 -3.501 -0.703
C 2.735 0.919 -4.396
C 2.523 0.058 -5.489
C 2.896 0.471 -6.769
C 3.498 1.723 -6.968
C 3.757 2.534 -5.861
C 3.410 2.134 -4.574
C 2.204 1.866 -1.742
C 3.312 1.990 -0.882
C 3.494 3.168 -0.171
C 2.549 4.196 -0.245
C 1.401 4.012 -1.008
C 1.206 2.838 -1.730
H -1.496 -0.559 -2.762
H -0.007 1.216 -3.830
H -2.117 -2.077 -4.174
H -2.902 -3.645 -5.916
H -1.668 -5.762 -6.390
H 0.301 -6.346 -4.974
H 1.073 -4.828 -3.172
H -1.039 -0.140 -0.539
H -2.261 -0.418 1.630
H -3.102 -2.611 2.372
H -3.330 -4.426 0.631
H -1.983 -4.316 -1.445
H 2.033 -0.907 -5.346
H 2.726 -0.178 -7.624
H 3.800 2.039 -7.974
H 4.250 3.497 -6.000
H 3.616 2.774 -3.716
H 4.031 1.163 -0.795
H 4.379 3.286 0.454
H 2.689 5.113 0.330
H 0.634 4.789 -1.044
H 0.278 2.680 -2.289
O 0.378 -0.068 5.197
Cl 0.138 -1.360 4.557
O 1.366 -2.119 4.318
O -0.806 -2.153 5.341
O -0.462 -1.080 3.156
```

- LUMO level (eV) = -0.3361
- HOMO energy (eV) = -6.9
- multiplicity = 1
- DFT total energy (eV) = -77009.0740
- charge = 0